--- a ---
The following is a DFT calculation (wB97M-V/def2-TZVPD) of an isolated molecule of C6H12N2O.

Positions of all 21 atoms, in Å:
C: 3.02 -0.13 -0.24
C: 0.87 0.78 -0.20
C: -0.57 0.30 0.06
C: -1.87 1.29 0.28
C: -2.83 -0.87 -0.28
C: -1.31 -0.97 -0.31
H: 3.12 -0.45 -1.30
H: 3.73 -0.76 0.48
H: 3.56 0.65 -0.28
H: 2.17 -0.37 1.40
H: 0.93 1.71 0.57
H: 1.09 1.36 -1.17
H: -1.99 1.94 -0.70
H: -1.73 1.68 1.28
H: -3.18 -1.24 -1.23
H: -3.05 -1.73 0.44
H: -0.67 -1.50 -1.17
H: 0.45 -1.22 0.86
N: 1.85 -0.15 0.31
N: -0.46 -0.80 1.10
O: -3.13 0.49 0.12

The SMILES is CNC[C@@]12COC[C@@H]1N2. Its net charge is 0. The calculation puts the HOMO energy at -0.315 hartree. As for the HOMO-LUMO gap: 9.312 eV. Its LUMO energy is 0.7 eV.

=====

--- b ---
The following is a DFT calculation (wB97M-V/def2-TZVPD) of a structure of composition C6H12N2O.

Positions of all 21 atoms, in Å:
C: 2.66 0.07 -0.14
C: -0.25 -0.44 1.38
C: 0.66 -2.05 -0.44
C: -1.83 0.80 -1.05
C: 1.39 0.57 -0.51
C: 0.02 -0.70 -0.11
N: 3.67 -0.35 0.19
N: 0.99 1.82 0.03
O: -0.92 -0.39 -1.02
H: 0.75 -0.40 1.94
H: -0.77 -1.33 1.94
H: -0.87 0.49 1.68
H: 1.28 -2.01 -1.32
H: -0.24 -2.72 -0.66
H: 1.15 -2.42 0.45
H: -2.58 0.76 -0.31
H: -2.31 0.83 -2.02
H: -1.08 1.63 -1.04
H: 1.32 0.67 -1.56
H: 1.18 1.73 0.97
H: 1.79 2.30 -0.28

Its net charge is 0. The calculation puts the HOMO energy at -0.324 hartree. As for the HOMO-LUMO gap: 9.598 eV. Its LUMO energy is 0.8 eV.

=====

Which structure loses on stability? a does.

=====

--- a ---
The following is a DFT calculation (wB97M-V/def2-TZVPD) of a structure of composition C6H12N2O.

Positions of all 21 atoms, in Å:
C: 0.66 0.20 -0.17
C: 1.58 1.34 -0.62
C: 1.13 -1.16 -0.72
C: -1.58 -0.58 1.11
C: -0.88 0.53 -0.43
C: 0.55 0.11 1.27
N: -1.36 -0.15 -1.61
N: 0.88 0.30 2.40
O: -1.23 1.72 -0.27
H: -1.46 -1.16 -1.50
H: -2.24 0.26 -1.88
H: 0.44 0.44 3.30
H: 2.61 1.19 -0.28
H: 1.57 1.37 -1.71
H: 1.20 2.29 -0.24
H: 2.14 -1.39 -0.39
H: 1.11 -1.10 -1.81
H: 0.48 -1.98 -0.40
H: -1.74 -0.03 2.04
H: -1.28 -1.62 1.27
H: -2.57 -0.61 0.65

Its net charge is 0. The calculation puts the HOMO energy at -0.285 hartree. As for the HOMO-LUMO gap: 8.074 eV. Its LUMO energy is 0.3 eV.

=====

--- b ---
The following is a DFT calculation (wB97M-V/def2-TZVPD) of an isolated molecule of C6H12N2O.

Positions of all 21 atoms, in Å:
C: 0.48 -0.99 -0.52
C: 1.98 1.11 0.05
C: -1.83 0.15 1.38
C: 1.04 0.07 0.61
C: -0.63 -0.06 -0.90
N: 0.16 -2.25 0.09
N: -0.62 0.41 -2.18
C: -1.19 0.67 0.13
O: 1.13 -0.35 1.75
H: 1.16 -1.13 -1.37
H: 0.85 -2.65 0.71
H: -0.64 -2.20 0.72
H: -1.12 1.26 -2.37
H: 0.18 0.22 -2.77
H: -1.63 1.61 -0.19
H: 2.90 0.63 -0.27
H: 2.20 1.85 0.81
H: 1.55 1.60 -0.83
H: -1.12 0.13 2.21
H: -2.67 0.79 1.67
H: -2.19 -0.87 1.28

The SMILES is C/C=C(/N)[C@H](N)C(C)=O. Its net charge is 0. The calculation puts the HOMO energy at -0.290 hartree. As for the HOMO-LUMO gap: 8.519 eV. Its LUMO energy is 0.6 eV.

=====

--- c ---
The following is a DFT calculation (wB97M-V/def2-TZVPD) of a cluster of 2 separate species, C6H12N2O in total.

Positions of all 21 atoms, in Å:
C: -0.80 -0.36 -0.63
C: -1.25 0.70 0.38
C: -1.58 -0.20 -1.94
C: -1.00 -1.76 -0.05
H: 0.27 -0.23 -0.85
H: -0.71 0.58 1.32
H: -2.31 0.60 0.58
H: -1.08 1.70 -0.01
H: -1.24 -0.93 -2.67
H: -2.64 -0.36 -1.77
H: -1.44 0.79 -2.36
H: -0.41 -1.88 0.85
H: -0.70 -2.52 -0.77
H: -2.05 -1.92 0.20
C: 2.96 0.75 1.21
N: 2.23 1.66 0.54
C: 2.13 -0.30 1.81
O: 4.16 0.77 1.33
N: 1.51 -1.14 2.28
H: 2.72 2.43 0.09
H: 1.23 1.61 0.47

The SMILES is N#CC(N)=O.CC(C)C. Its net charge is 0. The calculation puts the HOMO energy at -0.415 hartree. As for the HOMO-LUMO gap: 11.699 eV. Its LUMO energy is 0.4 eV.

=====

Which structure loses on stability? a does.

=====

--- a ---
The following is a DFT calculation (wB97M-V/def2-TZVPD) of a structure of composition C6H12N2O.

Positions of all 21 atoms, in Å:
C: 2.52 0.03 0.73
C: 1.39 0.45 -0.35
C: 0.00 0.90 -0.02
C: -2.16 0.43 0.60
C: -2.58 -0.87 -0.13
C: -1.12 -1.25 -0.39
H: 3.17 -1.24 -0.67
H: 3.20 0.89 1.36
H: 2.24 -0.89 1.51
H: 1.71 1.28 -1.15
H: 1.44 -0.40 -1.05
H: 0.26 2.81 -0.34
H: -2.20 1.63 0.05
H: -2.41 0.24 1.82
H: -3.46 -1.67 0.58
H: -3.04 -0.57 -1.31
H: -0.69 -1.17 -1.33
H: -0.54 -2.01 0.13
N: -0.58 2.04 -0.33
N: -0.77 -0.08 0.44
O: 3.60 -0.57 -0.14

Its net charge is 0. The calculation puts the HOMO energy at -0.312 hartree. As for the HOMO-LUMO gap: 9.156 eV. Its LUMO energy is 0.7 eV.

=====

--- b ---
The following is a DFT calculation (wB97M-V/def2-TZVPD) of a structure of composition C6H12N2O.

Positions of all 21 atoms, in Å:
C: -1.34 1.54 -0.15
C: -1.25 0.02 -0.04
C: -0.40 -0.61 1.13
C: 0.98 0.12 1.23
C: 1.27 0.25 -0.33
C: -0.02 -0.64 -0.79
H: -1.67 1.93 -1.19
H: -0.51 2.09 0.29
H: -2.36 1.74 0.48
H: -2.98 -1.01 0.25
H: -1.81 -1.72 -0.84
H: -0.50 -1.16 2.06
H: 1.87 -0.43 1.52
H: 1.37 1.00 2.01
H: 0.85 1.39 -0.63
H: 3.46 0.36 -1.43
H: 2.93 -1.27 -0.71
H: -0.17 -1.07 -1.83
N: -2.35 -0.75 -0.55
N: 2.66 -0.09 -0.60
O: -0.03 -1.70 0.14

Its net charge is 0. The calculation puts the HOMO energy at -0.317 hartree. As for the HOMO-LUMO gap: 9.543 eV. Its LUMO energy is 0.9 eV.

=====

Which structure loses on stability? a does.

=====

--- a ---
The following is a DFT calculation (wB97M-V/def2-TZVPD) of an isolated molecule of C6H12N2O.

Positions of all 21 atoms, in Å:
C: -0.56 0.48 0.14
C: -0.10 -0.88 -0.25
C: 2.40 -0.59 -0.66
C: -0.60 0.83 1.61
C: -0.24 1.64 -0.78
N: -0.50 -1.96 0.50
O: 1.34 -0.32 0.23
C: -2.36 0.16 -0.29
N: -3.47 -0.15 -0.38
H: -0.06 -1.04 -1.33
H: -0.29 -2.86 0.10
H: -1.41 -1.89 0.94
H: 2.58 0.21 -1.38
H: 2.24 -1.51 -1.25
H: 3.34 -0.74 -0.12
H: 0.30 1.39 1.86
H: -0.66 -0.05 2.24
H: -1.46 1.47 1.81
H: 0.76 2.01 -0.57
H: -0.94 2.45 -0.60
H: -0.30 1.35 -1.83

The SMILES is CO[C@@H](N)C(C)(C)C#N. Its net charge is 0. The calculation puts the HOMO energy at -0.363 hartree. As for the HOMO-LUMO gap: 10.612 eV. Its LUMO energy is 0.7 eV.

=====

--- b ---
The following is a DFT calculation (wB97M-V/def2-TZVPD) of a cluster of 2 separate species, C6H12N2O in total.

Positions of all 21 atoms, in Å:
C: -1.39 1.75 -0.62
C: -1.20 -1.55 -0.41
O: -0.88 0.92 0.39
N: -1.76 -1.52 -1.56
H: -1.14 -1.20 -2.30
H: -1.77 -1.84 0.48
H: -2.00 2.59 -0.28
H: -2.03 1.25 -1.37
H: -0.68 2.24 -1.30
C: 0.70 0.66 0.51
N: 1.01 0.70 1.86
C: 0.35 -1.49 -0.21
C: 1.54 1.31 -0.33
C: 0.83 -2.34 0.75
H: 0.21 0.46 2.43
H: 1.45 1.56 2.15
H: 0.87 -1.52 -1.17
H: 1.33 1.40 -1.39
H: 2.41 1.86 0.03
H: 0.39 -2.36 1.74
H: 1.75 -2.89 0.59

The SMILES is [H]/N=C\C=C.C=C(N)OC. Its net charge is 0. The calculation puts the HOMO energy (alpha / beta) at -0.303 / -0.303 hartree. As for the HOMO-LUMO gap (alpha / beta): 7.959 / 7.957 eV. Its LUMO energy (alpha / beta) is -0.3 / -0.3 eV.

=====

Which structure loses on stability? b does.

=====

--- a ---
The following is a DFT calculation (wB97M-V/def2-TZVPD) of an isolated molecule of C7H8N2O.

Positions of all 18 atoms, in Å:
C: -1.55 2.83 1.42
C: -1.30 1.42 0.74
C: 0.47 -0.11 0.00
C: -0.21 -0.51 -1.12
C: 0.33 -1.65 -1.83
C: 1.46 -2.21 -1.39
C: 2.05 -1.74 -0.16
H: -2.62 3.30 1.25
H: -1.26 2.73 2.64
H: -0.86 3.61 1.04
H: 0.59 0.98 1.67
H: -1.06 -0.14 -1.36
H: 0.09 -1.93 -2.71
H: 1.97 -2.88 -1.83
H: 3.16 -2.16 0.27
N: 0.00 1.06 0.83
N: 1.53 -0.68 0.54
O: -2.28 0.71 0.43

The SMILES is CC(=O)Nc1ccccn1. Its net charge is 0. The calculation puts the HOMO energy at -0.335 hartree. As for the HOMO-LUMO gap: 9.674 eV. Its LUMO energy is 0.6 eV.

=====

--- b ---
The following is a DFT calculation (wB97M-V/def2-TZVPD) of a cluster of 2 separate species, C7H8N2O in total.

Positions of all 18 atoms, in Å:
C: 1.55 -0.31 0.75
C: 1.78 0.25 -0.60
C: -3.18 -0.56 -0.68
C: -3.23 -1.66 -0.18
C: 0.52 0.20 1.39
C: 0.92 1.18 -0.89
C: 0.04 1.32 0.37
N: 2.69 -1.21 0.51
N: 2.95 -0.61 -0.77
O: -1.32 1.48 0.09
H: -3.66 0.37 -0.73
H: -2.70 -2.55 -0.10
H: 0.10 0.10 2.35
H: 0.60 1.75 -1.72
H: 0.35 2.34 0.89
H: 3.41 -1.12 1.09
H: 2.80 -1.28 -1.55
H: -1.66 0.61 -0.02

The SMILES is OC1C=c2[nH][nH]c2=C1.C#C. Its net charge is 0. The calculation puts the HOMO energy at -0.305 hartree. As for the HOMO-LUMO gap: 8.968 eV. Its LUMO energy is 0.7 eV.

=====

Which structure loses on stability? b does.

=====

--- a ---
The following is a DFT calculation (wB97M-V/def2-TZVPD) of an isolated molecule of C7H8.

Positions of all 15 atoms, in Å:
C: 1.95 -0.09 -0.15
C: 0.60 0.09 0.46
C: -0.46 -0.98 0.23
C: -1.16 -0.12 -0.81
C: -1.73 -0.35 0.62
C: -1.55 1.06 0.50
C: -0.34 1.07 -0.25
H: 2.53 0.84 -0.08
H: 2.51 -0.89 0.34
H: 1.86 -0.34 -1.21
H: -0.32 -2.06 0.19
H: -1.66 -0.34 -1.74
H: -2.63 -0.91 0.84
H: 0.71 0.37 1.56
H: -0.01 1.95 -0.79

Its net charge is 0. The calculation puts the HOMO energy at -0.280 hartree. As for the HOMO-LUMO gap: 8.659 eV. Its LUMO energy is 1.0 eV.

=====

--- b ---
The following is a DFT calculation (wB97M-V/def2-TZVPD) of an isolated molecule of C7H8.

Positions of all 15 atoms, in Å:
C: 0.64 1.11 -0.99
C: 0.15 -0.05 -0.07
C: 1.17 -0.29 1.09
C: -1.16 0.22 0.45
C: -2.34 0.19 0.72
C: -0.49 -1.37 -0.79
C: 0.21 -2.20 -1.53
H: -0.06 1.23 -1.82
H: 1.64 0.94 -1.40
H: 0.67 2.06 -0.44
H: 1.23 0.60 1.74
H: 0.84 -1.13 1.70
H: 2.19 -0.49 0.73
H: -2.95 0.83 1.31
H: -1.78 -1.63 -0.66

Its net charge is 0. The calculation puts the HOMO energy at -0.358 hartree. As for the HOMO-LUMO gap: 8.990 eV. Its LUMO energy is -0.8 eV.

=====

Which structure loses on stability? b does.